Density functional theory data (ωB97M-V/def2-TZVPD) for a molecular structure, C5H7NO.

Each line ends with the Löwdin charge.
Cartesian coordinates (Å):
C1 -1.54228 0.16031 0.71959  -0.0226
N1 -0.51226 0.24584 -0.34066  -0.1492
C2 -0.05379 -1.04892 -0.79647  -0.0970
C3 1.25296 -1.14668 -0.47208  -0.0725
C4 1.75549 0.09623 0.09821  -0.0207
C5 0.70840 0.96052 0.08021  -0.4530
O1 0.37289 2.20564 -0.01585  -0.0279
H1 -2.50664 -0.05533 0.25252  0.0938
H2 -1.59225 1.13031 1.22053  0.0969
H3 -1.28964 -0.62765 1.43439  0.1008
H4 -0.75943 -1.78751 -1.14902  0.1075
H5 1.86544 -2.02166 -0.66285  0.1038
H6 2.79149 0.34945 0.26995  0.1008
H7 -0.55908 1.47054 -0.70943  0.2393

Values from the calculation:
- charge = 0
- E (eV) = -8832.7817

---

Density functional theory data (ωB97M-V/def2-TZVPD) for a molecular structure, C5H7NO.

Each line ends with the Löwdin charge.
Cartesian coordinates (Å):
O1 0.59269 1.12654 -1.99051  0.0304
C1 -0.08800 0.21437 -1.59458  -0.2294
C2 0.41746 -0.89031 -0.69657  -0.1930
C3 0.58685 -0.76354 0.77724  -0.2027
C4 -0.42407 0.19155 1.35137  -0.0521
C5 -1.38893 -0.48207 0.72312  -0.1014
N1 -0.53775 -1.55994 0.19702  0.0256
H1 1.16530 2.05174 -0.09222  0.0567
H2 -1.13986 0.09735 -1.92511  0.1317
H3 1.10372 -1.57838 -1.19546  0.1482
H4 1.39497 -1.26325 1.30444  0.1350
H5 1.11420 2.14457 0.64350  0.0602
H6 -0.35409 1.06039 1.99161  0.0834
H7 -2.44248 -0.34900 0.50615  0.1076

Values from the calculation:
- charge = 0
- E (eV) = -8831.2547

---

Density functional theory data (ωB97M-V/def2-TZVPD) for a molecular structure, C5H7NO at a distorted geometry.

Each line ends with the Löwdin charge.
Cartesian coordinates (Å):
C1 1.60496 0.29109 -0.52975  -0.2777
C2 0.19614 0.27179 -0.29679  -0.4263
C3 -0.72897 1.20885 -0.03359  -0.0302
C4 -2.00218 0.44766 0.26267  -0.0951
C5 -1.79422 -0.84425 0.07422  -0.0947
H1 2.01970 0.47009 1.55568  0.2251
H2 2.23006 -1.25476 0.45542  -0.0044
H3 1.79582 1.52322 -0.47203  0.1553
H4 1.89219 -0.49966 -1.59349  0.2028
H5 -0.43495 2.55800 0.07467  0.2095
H6 -2.81371 0.90944 0.64121  0.0539
H7 -2.58285 -1.74601 -0.03072  0.1715
N1 2.49225 -0.31695 0.57904  -0.0461
O1 -0.40080 -0.99907 -0.19307  -0.0436

Values from the calculation:
- charge = 0
- E (eV) = -8830.4434

---

Density functional theory data (ωB97M-V/def2-TZVPD) for C5H7NO in the gas phase at a distorted geometry.

Each line ends with the Löwdin charge.
Cartesian coordinates (Å):
C1 -2.26666 -0.35004 0.01274  0.0793
C2 -0.97015 -0.07206 -0.41904  -0.4122
O1 -0.49181 1.15010 -0.70297  -0.0101
C3 0.75086 1.18697 0.18921  -0.1195
C4 1.29433 -0.07229 0.35393  -0.3163
N1 1.35327 -0.94750 -0.76598  0.0483
C5 0.07856 -0.87202 -0.01326  -0.2347
H1 -3.19651 0.32182 -0.19956  0.0860
H2 -2.28275 -1.37671 0.70697  0.1217
H3 1.39589 1.89881 -0.25861  0.1068
H4 0.60976 1.64989 1.27411  0.1771
H5 1.90198 -0.45084 1.04981  0.1133
H6 1.55568 -0.34143 -1.80632  0.2194
H7 0.26755 -1.72470 0.57898  0.1408

Values from the calculation:
- charge = 0
- SMILES string = C=C1OC[C@@H]2N[C@H]12
- E (eV) = -8830.4813

---

Density functional theory data (ωB97M-V/def2-TZVPD) for a molecular structure, C5H7NO at a distorted geometry.

Each line ends with the Löwdin charge.
Cartesian coordinates (Å):
C1 -1.91625 0.57719 -0.38083  -0.0432
C2 -0.46060 0.22621 -0.25296  -0.2504
C3 0.62846 1.00224 -0.33043  -0.0470
N1 1.96537 -0.71009 1.50019  0.1742
C4 1.47606 -0.70389 0.34273  -0.4721
O1 1.84171 0.26660 -0.56826  -0.0167
C5 0.10087 -1.18216 -0.07502  -0.0487
H1 -2.29765 0.16961 -1.33176  0.0875
H2 -2.07258 1.66180 -0.40185  0.0805
H3 -2.52869 0.14919 0.42149  0.0788
H4 0.83356 2.04635 -0.16200  0.1323
H5 2.70554 0.00048 1.50353  0.0758
H6 -0.37228 -1.73753 0.73470  0.1251
H7 0.09649 -1.76600 -0.99953  0.1241

Values from the calculation:
- charge = 0
- E (eV) = -8834.0276

---

Density functional theory data (ωB97M-V/def2-TZVPD) for 2 unconnected molecules or ions with the total composition C5H7NO.

Each line ends with the Löwdin charge.
Cartesian coordinates (Å):
C1 1.22662 -1.58993 0.38640  0.0861
C2 0.28461 -0.76526 -0.06541  -0.3073
C3 -1.14614 -0.85064 0.28876  -0.0923
N1 -1.90531 0.06982 -0.17829  0.1463
C4 -1.06822 0.95953 -0.94352  -0.4675
O1 -1.46666 1.96469 -1.46522  0.0983
C5 0.37093 0.42861 -0.97244  -0.0716
H1 2.27081 -1.47641 0.10972  0.0727
H2 0.97721 -2.40822 1.05856  0.0698
H3 -1.54996 -1.64933 0.91264  0.1257
H4 1.06504 1.19913 -0.62624  0.1182
H5 0.64260 0.16643 -2.00074  0.1347
H6 0.40446 1.73685 1.87458  0.0412
H7 -0.10597 2.21473 1.62121  0.0457

Values from the calculation:
- charge = 0
- SMILES string = C=C1C=NC(=O)C1.[H][H]
- E (eV) = -8834.3756

---

Density functional theory data (ωB97M-V/def2-TZVPD) for C5H7NO in the gas phase.

Each line ends with the Löwdin charge.
Cartesian coordinates (Å):
C1 1.61129 -0.72445 0.53407  -0.2285
N1 0.79846 -1.54368 0.01714  0.0940
C2 -0.39828 -1.01000 -0.55923  -0.2844
C3 -1.43909 -0.40791 0.34599  -0.0535
C4 -0.62354 0.47190 -0.56090  -0.2173
C5 0.48699 1.33557 -0.00672  -0.1369
O1 1.53004 0.61730 0.66060  -0.0432
H1 2.53575 -1.08054 0.98571  0.1294
H2 -0.75354 -1.58564 -1.40863  0.1337
H3 -1.21891 -0.38413 1.41259  0.1172
H4 -2.48582 -0.55970 0.09569  0.1008
H5 -1.12377 0.91208 -1.42097  0.1369
H6 0.12296 2.06366 0.72614  0.1268
H7 0.95747 1.89555 -0.82147  0.1250

Values from the calculation:
- charge = 0
- SMILES string = C1=N[C@H]2C[C@H]2CO1
- E (eV) = -8834.6391

---

Density functional theory data (ωB97M-V/def2-TZVPD) for C5H7NO in the gas phase at a distorted geometry.

Each line ends with the Löwdin charge.
Cartesian coordinates (Å):
C1 -1.33874 0.43694 -0.87747  -0.0648
C2 0.09527 0.82371 -0.89472  -0.1957
C3 0.66245 0.90593 0.52089  -0.0481
C4 0.33400 -0.53168 0.75844  -0.4825
N1 1.15236 -1.51842 1.36742  0.1048
O1 -0.12236 -1.10014 1.91766  0.0275
C5 -0.27837 -0.64790 -0.64374  -0.0662
H1 -1.83348 0.88096 -0.13033  0.0568
H2 -2.00071 0.41888 -1.79645  0.1356
H3 0.42173 1.28209 -1.80898  0.1268
H4 1.69668 1.18990 0.77465  0.1323
H5 0.15887 1.68317 1.02781  0.1018
H6 1.32462 -2.45328 1.10025  0.0908
H7 -0.27232 -1.37015 -1.31543  0.0810

Values from the calculation:
- charge = 0
- SMILES string = C1[C@H]2C[C@]3(NO3)[C@@H]12
- E (eV) = -8830.7035

---

Density functional theory data (ωB97M-V/def2-TZVPD) for C5H7NO in the gas phase at a distorted geometry.

Each line ends with the Löwdin charge.
Cartesian coordinates (Å):
C1 -1.87749 0.13818 0.10596  -0.0596
C2 -0.50646 0.23827 -0.51938  -0.2792
C3 0.57505 1.08874 0.13607  -0.0372
C4 1.71894 0.38057 0.11752  -0.0912
N1 1.54654 -0.78992 -0.72647  0.0711
C5 0.25829 -1.03409 -0.18458  -0.4753
O1 0.01861 -1.86301 0.65630  0.1123
H1 -2.45608 1.06114 0.06335  0.0778
H2 -1.76379 -0.20228 1.13804  0.0845
H3 -2.41405 -0.65318 -0.43048  0.0885
H4 -0.53147 0.42705 -1.60203  0.1489
H5 0.38207 2.03709 0.61474  0.1085
H6 2.50192 0.37062 0.87414  0.1276
H7 2.16281 -1.58040 -0.60815  0.1232

Values from the calculation:
- charge = 0
- SMILES string = C[C@H]1C=CNC1=O
- E (eV) = -8834.5066

---

Density functional theory data (ωB97M-V/def2-TZVPD) for C5H7NO in the gas phase at a distorted geometry.

Each line ends with the Löwdin charge.
Cartesian coordinates (Å):
C1 -0.24952 -1.02117 1.30347  -0.0508
C2 -0.09286 -0.54130 -0.15421  -0.3543
C3 0.55921 -1.55739 -1.01852  -0.1869
N1 0.98246 -2.34074 -1.76474  0.1413
C4 0.58272 0.84112 -0.27912  -0.1133
C5 -0.49245 1.88097 -0.58738  -0.2348
O1 -1.67051 1.64465 -0.71380  0.0540
H1 -0.52440 -2.07902 1.34498  0.0832
H2 -1.02023 -0.44464 1.82937  0.0879
H3 0.68971 -0.90976 1.85426  0.0810
H4 -1.07471 -0.40899 -0.57269  0.1163
H5 1.14844 1.13325 0.62479  0.1281
H6 1.29854 0.87061 -1.11375  0.1260
H7 -0.11399 2.91059 -0.72664  0.1225

Values from the calculation:
- charge = 0
- SMILES string = C[C@H](C#N)CC=O
- E (eV) = -8835.3178